# 1
Here is a 2-piece molecular cluster, C4H10N2 overall from the OMol25 dataset. Energies are from ωB97M-V with the def2-TZVPD basis set.

XYZ file:
```
16
C4H10N2, DFT ωB97M-V with the def2-TZVPD basis set
C 1.02752 -1.13545 0.70721
C 0.90842 0.03854 0.21068
C 1.75479 1.12597 -0.31078
C -1.46010 -0.09088 -0.96760
N -1.69806 0.10066 1.19355
N -1.11361 0.71423 0.18993
H 0.16517 -1.72403 0.96652
H 2.02216 -1.54635 0.89665
H 1.78019 2.08406 0.32528
H 1.22904 1.48272 -1.17335
H 2.79059 0.96529 -0.39724
H -1.11212 -1.04502 -0.84685
H -2.54728 -0.12680 -1.10954
H -1.10028 0.22033 -1.86499
H -1.89581 -0.88728 1.34801
H -1.66291 0.58769 2.04364
```

Summary:
Kohn-Sham gap   8.414 eV
Charge   0
E_HOMO   -0.2704 Ha
LUMO   1.056 eV

Mulliken population analysis, charges in e, atoms 1 to 4: -0.82 0.66 -1.06 -1.05

# 2
Here is H2InO5P as an isolated structure from the OMol25 dataset. Energies are from ωB97M-V with the def2-TZVPD basis set.

XYZ file:
```
9
H2InO5P, DFT ωB97M-V with the def2-TZVPD basis set
In 2.28075 -0.63677 0.41153
P -1.22511 -0.53588 1.19826
O -0.27628 -1.79380 1.18054
O -1.60314 -0.54460 2.67197
O -2.49936 -0.60027 0.31051
O -0.26486 0.54379 0.68631
O 1.34104 1.04809 -1.81894
H 1.76669 1.64088 -2.43834
H 0.48028 0.87859 -2.20181
```

Summary:
Kohn-Sham gap   5.629 eV
Charge   0
E_HOMO   -0.3654 Ha
LUMO   -4.314 eV

Mulliken population analysis, charges in e, atoms 1 to 4: 0.82 1.01 -0.47 -0.37

# 3
Here is C46H50Cl2N5O4RhSTe as an isolated structure from the OMol25 dataset. Energies are from ωB97M-V with the def2-TZVPD basis set.

XYZ file:
```
110
C46H50Cl2N5O4RhSTe, DFT ωB97M-V with the def2-TZVPD basis set
Rh 0.07000 0.05797 1.13844
C -3.81952 -3.73177 7.05518
C -2.69895 -3.28984 6.14533
C -1.47885 -3.95769 6.13098
C -0.46784 -3.58654 5.25114
C -0.67782 -2.52889 4.38297
C -1.87699 -1.82573 4.40697
C -2.87675 -2.20659 5.28442
S 0.55507 -2.12331 3.16623
O 1.41393 -3.27125 3.09878
O 1.11614 -0.84215 3.53158
N -0.28459 -1.83542 1.82777
C -0.72351 -2.84539 0.97923
C -1.04548 -4.12729 1.37366
C -1.49993 -5.08411 0.44431
C -1.63303 -4.79046 -0.88008
C -1.30603 -3.49284 -1.33490
C -1.36209 -3.11856 -2.69644
C -0.99460 -1.86500 -3.07392
C -0.60027 -0.94743 -2.07745
N -0.57002 -1.25079 -0.81311
C -0.87615 -2.51302 -0.41079
H -3.56195 -4.65578 7.57474
H -4.73379 -3.90460 6.48398
H -4.04112 -2.96920 7.80713
H -1.31991 -4.79000 6.80884
H 0.47382 -4.11958 5.21181
H -2.01841 -0.99585 3.72566
H -3.81677 -1.66132 5.29274
H -0.93247 -4.40224 2.41303
H -1.74060 -6.07971 0.79789
H -1.97692 -5.53695 -1.58781
H -1.68306 -3.84816 -3.43213
H -1.00805 -1.56049 -4.11394
H -0.30461 0.06710 -2.33363
O 2.28528 -1.65459 0.23162
N 1.75826 -0.49663 0.20941
Cl -3.65090 -0.74179 0.46510
C -3.86460 0.40621 1.73244
C -5.13638 0.67150 2.19094
C -5.33394 1.57437 3.23113
C -4.24454 2.21128 3.81851
C -2.97435 1.95462 3.35999
Cl -1.62352 2.73850 4.09647
C -2.70839 1.03115 2.29598
N -1.46511 0.76820 1.93049
H -5.97469 0.16429 1.73053
H -6.33641 1.77715 3.58722
H -4.38221 2.90496 4.63757
C -1.36841 4.05704 -3.12342
C -1.69995 2.59405 -2.83637
C -2.99711 2.17717 -3.54855
C -1.77761 2.32468 -1.37336
H -1.25719 4.23765 -4.19634
H -0.44044 4.34875 -2.62480
H -2.17125 4.70322 -2.75145
H -0.90060 1.97518 -3.27310
H -3.84048 2.76289 -3.17093
H -3.21458 1.11966 -3.37362
H -2.91509 2.34295 -4.62767
H -1.58306 3.10616 -0.64844
H -1.89439 1.31082 -1.00659
C 2.36054 2.79906 -1.15119
C 1.80509 1.63479 -0.38742
O 0.71400 1.83738 0.31992
N 2.41105 0.49485 -0.49469
Te 3.07820 -0.45974 -3.20445
C 5.12213 -0.41582 -2.63442
C 5.95109 0.62399 -3.08545
C 5.48436 1.69239 -4.04413
C 7.27174 0.67700 -2.64080
C 7.78458 -0.25998 -1.75757
C 9.20211 -0.16476 -1.25151
C 6.94885 -1.28261 -1.32960
C 5.62376 -1.38434 -1.74587
C 4.79143 -2.51703 -1.20434
C 3.49200 -0.53586 -5.32384
C 4.36894 -1.46528 -5.90313
C 4.99630 -2.58787 -5.11430
C 4.65364 -1.38023 -7.26956
C 4.07135 -0.42341 -8.08574
C 4.39833 -0.33934 -9.55676
C 3.15809 0.45236 -7.50969
C 2.86123 0.41150 -6.15106
C 1.85096 1.39776 -5.60485
H 2.15605 3.72251 -0.60690
H 1.88145 2.86654 -2.13502
H 3.43308 2.67806 -1.29297
H 4.52352 2.10449 -3.73041
H 5.34812 1.28702 -5.04895
H 6.21536 2.50115 -4.09826
H 7.90845 1.48782 -2.98481
H 9.75003 0.62626 -1.76424
H 9.73663 -1.10519 -1.39928
H 9.21390 0.05410 -0.18134
H 7.33443 -2.02866 -0.63878
H 5.43338 -3.30559 -0.80650
H 4.14454 -2.93865 -1.97280
H 4.12724 -2.16158 -0.41134
H 4.24650 -3.07556 -4.48946
H 5.78368 -2.22652 -4.45044
H 5.42919 -3.33008 -5.78712
H 5.35006 -2.09361 -7.70287
H 5.06895 -1.14581 -9.85471
H 4.88361 0.60965 -9.79607
H 3.49264 -0.40637 -10.16409
H 2.66483 1.19326 -8.13534
H 1.42027 1.99140 -6.41370
H 2.31379 2.07444 -4.88210
H 1.03560 0.88822 -5.08589
```

Summary:
Kohn-Sham gap (spin up / spin down)   5.416 / 5.815 eV
Charge   -1
E_HOMO (spin up / spin down)   -0.1147 / -0.1801 Ha
LUMO (spin up / spin down)   2.294 / 0.913 eV
Multiplicity   6

Mulliken population analysis, charges in e, atoms 1 to 4: 0.09 -1.42 0.99 -0.75

# 4
Here is C14H12F6IrN2O12S2 as an isolated structure from the OMol25 dataset. Energies are from ωB97M-V with the def2-TZVPD basis set.

XYZ file:
```
49
C14H12F6IrN2O12S2, DFT ωB97M-V with the def2-TZVPD basis set
Ir -1.07378 0.41414 0.50074
O 1.88709 0.75456 5.74794
C 1.30294 0.68819 4.54541
C 1.78854 -0.11620 3.51153
C 1.11409 -0.10077 2.31512
N 0.04744 0.67102 2.14677
C -0.46948 1.40056 3.13317
C 0.14140 1.44946 4.35882
C -1.80105 2.01995 2.77035
O -2.39992 2.74387 3.51359
O -2.22263 1.64066 1.57448
C 1.41841 -0.92934 1.08666
O 2.36786 -1.65606 1.02533
O 0.51741 -0.73864 0.14283
H 2.67458 0.19781 5.78093
H 2.66021 -0.75003 3.61525
H -0.28071 2.04423 5.15610
F -3.03285 -3.16017 -3.57053
C -2.13873 -3.97737 -3.02008
F -1.57273 -4.70456 -3.97660
F -2.78429 -4.80201 -2.18123
S -0.87499 -3.02876 -2.07043
O -1.68259 -2.19614 -1.19955
O -0.06252 -4.03405 -1.46290
N -0.10890 -2.22679 -3.16039
S -0.42016 -0.72216 -3.50525
O 0.04924 0.20613 -2.50501
O -1.72424 -0.47087 -4.05551
C 0.75512 -0.54371 -4.91090
F 0.72680 0.73218 -5.30873
F 0.39178 -1.31489 -5.93062
F 1.99596 -0.84950 -4.55331
C -2.57109 2.49888 -2.41524
C -1.97420 1.72759 -1.31247
O -2.47580 0.60390 -0.91242
O -0.93100 2.07831 -0.68428
H -2.89739 1.79757 -3.18251
H -1.83934 3.19624 -2.81263
H -3.43489 3.04666 -2.03415
C -3.85256 -1.53234 0.77565
C -2.58278 -2.01287 1.37975
C -2.42582 -3.43135 1.78150
O -1.62776 -1.24699 1.61524
H -4.67476 -2.19458 1.03503
H -3.73567 -1.52316 -0.30831
H -4.05561 -0.51269 1.10192
H -3.35952 -3.86594 2.12972
H -1.62635 -3.54480 2.50896
H -2.12875 -3.95036 0.86226
```

Summary:
Kohn-Sham gap (spin up / spin down)   8.581 / 6.479 eV
Charge   0
E_HOMO (spin up / spin down)   -0.3581 / -0.3581 Ha
LUMO (spin up / spin down)   -1.164 / -3.264 eV
Multiplicity   2

Mulliken population analysis, charges in e, atoms 1 to 4: 2.25 -0.52 1.05 -0.45

# 5
Here is CHF4NO5RhS2 as an isolated structure from the OMol25 dataset. Energies are from ωB97M-V with the def2-TZVPD basis set.

XYZ file:
```
15
CHF4NO5RhS2, DFT ωB97M-V with the def2-TZVPD basis set
N 0.90846 -0.18762 -1.15912
S 1.85636 1.04113 -0.33873
O 3.23485 0.51937 -0.48396
O 1.58553 2.29813 -1.07985
S -0.48506 -0.67519 -0.84466
O -0.37027 -2.28179 -0.16375
O -1.29825 -1.16876 -1.95554
C -1.62726 0.72767 -0.25056
F -1.01056 1.49349 0.65871
F -1.94979 1.49183 -1.26589
F -2.70573 0.18059 0.26015
F 0.96909 -2.51089 0.19916
Rh 0.91193 0.97922 1.97881
O -0.16067 -0.50141 2.16696
H 0.14136 -1.40577 2.27826
```

Summary:
Kohn-Sham gap (spin up / spin down)   8.839 / 5.818 eV
Charge   +1
E_HOMO (spin up / spin down)   -0.5470 / -0.5749 Ha
LUMO (spin up / spin down)   -6.047 / -9.827 eV
Multiplicity   5

Mulliken population analysis, charges in e, atoms 1 to 4: -0.34 0.94 -0.38 -0.35

# 6
Here is a 3-piece molecular cluster, C4H9NO3 overall from the OMol25 dataset. Energies are from ωB97M-V with the def2-TZVPD basis set.

XYZ file:
```
17
C4H9NO3, DFT ωB97M-V with the def2-TZVPD basis set
O -1.35391 -1.66989 -0.28135
C 0.74601 0.07021 2.18153
C 0.11652 0.57917 1.07537
C 0.56168 0.86260 -0.34149
C 1.60930 -0.17554 -0.84104
N 1.10115 -1.07881 -1.68091
O 2.73050 -0.19254 -0.26553
H 0.16599 -0.05853 3.09857
H -0.92849 0.69520 1.23648
H 1.76322 -0.31256 2.08421
H -0.30774 0.83075 -1.00092
H 1.05410 1.87725 -0.25337
H -0.56028 -1.55316 -0.88030
H 0.65152 -0.75400 -2.58467
H -1.89110 -0.85279 -0.44385
H -3.24094 0.99446 -0.58581
O -2.21751 0.73820 -0.51692
```

Summary:
Kohn-Sham gap (spin up / spin down)   7.562 / 4.988 eV
Charge   -1
E_HOMO (spin up / spin down)   -0.1419 / -0.1416 Ha
LUMO (spin up / spin down)   3.702 / 1.135 eV
Multiplicity   2

Mulliken population analysis, charges in e, atoms 1 to 4: -0.71 -0.80 -0.08 -0.52

no.,electronic energy (Eh)
1,-267.739098
2,-908.797688
3,-4054.648726
4,-3053.001836
5,-1775.292233
6,-438.188249